<a>
{"formula": "C2H3I", "method": "the ωB97M-V functional and the def2-TZVPD basis", "homo_energy_ev": -9.9, "lumo_ev": 0.67, "charge": 0, "smiles": "C#C.I", "orbital_gap_ev": 10.55, "species": ["C", "C", "I", "H", "H", "H"], "coordinates": [[0.24, -0.10, -0.51], [0.06, 0.98, -0.07], [-3.29, -1.00, 0.70], [0.72, -0.82, -1.11], [-1.74, -1.27, 1.02], [-0.42, 1.68, 0.55]]}

<b>
{"formula": "C2H3I", "method": "the ωB97M-V functional and the def2-TZVPD basis", "homo_energy_ev": [-8.3, -9.5], "lumo_ev": [0.13, -0.56], "charge": 0, "orbital_gap_ev": [8.47, 8.91], "species": ["C", "C", "I", "H", "H", "H"], "coordinates": [[-0.78, 0.06, -0.50], [0.20, 0.69, -1.05], [0.73, 1.93, -2.56], [-0.88, -0.27, 0.53], [-1.82, -0.05, -0.82], [1.75, 0.39, 1.45]]}

Most stable of them? <a>.

<a>
{"formula": "CH2N2O2S", "method": "the ωB97M-V functional and the def2-TZVPD basis", "homo_energy_ev": -9.3, "lumo_ev": 0.07, "charge": 0, "orbital_gap_ev": 9.41, "species": ["C", "N", "N", "O", "O", "S", "H", "H"], "coordinates": [[-0.28, 0.83, -0.58], [-0.37, 1.87, 0.01], [-0.57, -0.63, 0.97], [-1.74, 2.68, 2.12], [-1.09, 0.30, 1.82], [-0.60, 1.89, 1.83], [-0.13, 0.37, -1.52], [0.42, -0.77, 1.19]]}

<b>
{"formula": "CH2N2O2S", "method": "the ωB97M-V functional and the def2-TZVPD basis", "homo_energy_ev": -8.5, "lumo_ev": -1.46, "charge": 0, "orbital_gap_ev": 7.07, "species": ["C", "N", "N", "O", "O", "S", "H", "H"], "coordinates": [[1.28, 0.92, 0.43], [0.49, 1.48, -0.34], [-0.10, 2.16, -0.99], [-2.11, -2.66, -1.11], [-0.63, -1.56, 0.48], [-1.96, -1.68, -0.08], [2.32, 1.14, 0.51], [0.70, 0.20, 1.09]]}

Most stable of them? <b>.

<a>
{"formula": "BrH2NOS", "method": "the ωB97M-V functional and the def2-TZVPD basis", "homo_energy_ev": -11.0, "lumo_ev": -0.70, "charge": 0, "smiles": "N=[S@H](=O)Br", "orbital_gap_ev": 10.25, "species": ["N", "O", "S", "Br", "H", "H"], "coordinates": [[-1.07, 0.06, 0.86], [0.33, -1.62, -0.34], [0.00, -0.24, -0.18], [1.98, 0.75, -0.20], [-1.03, 1.00, 1.32], [-0.21, 0.04, -1.46]]}

<b>
{"formula": "BrH2NOS", "method": "the ωB97M-V functional and the def2-TZVPD basis", "homo_energy_ev": [-10.1, -8.9], "lumo_ev": [-1.40, -1.05], "charge": 0, "orbital_gap_ev": [8.70, 7.83], "species": ["N", "O", "S", "Br", "H", "H"], "coordinates": [[-1.14, -0.55, 0.17], [-4.26, 2.28, 0.54], [-4.53, 1.34, -0.54], [-3.77, -0.62, 0.02], [-1.39, -0.08, 1.01], [-0.32, -1.11, 0.33]]}

<c>
{"formula": "BrH2NOS", "method": "the ωB97M-V functional and the def2-TZVPD basis", "homo_energy_ev": -10.5, "lumo_ev": -0.98, "charge": 0, "smiles": "N=[S@H](=O)Br", "orbital_gap_ev": 9.48, "species": ["N", "O", "S", "Br", "H", "H"], "coordinates": [[-0.12, 0.54, 0.27], [0.75, -1.90, 0.92], [0.74, -0.63, 0.01], [2.71, 0.23, -0.67], [-0.73, 0.64, 1.15], [0.32, -0.96, -1.24]]}

Most stable of them? <a>.

<a>
{"formula": "C3H4Br2O", "method": "the ωB97M-V functional and the def2-TZVPD basis", "homo_energy_ev": [-8.3, -8.3], "lumo_ev": [-0.41, -0.38], "charge": 0, "orbital_gap_ev": [7.91, 7.95], "species": ["C", "C", "C", "O", "Br", "Br", "H", "H", "H", "H"], "coordinates": [[-2.74, 0.66, -1.09], [0.62, 1.02, -0.09], [0.94, -0.30, 0.51], [-0.37, 1.41, -0.62], [-3.46, 1.48, 0.35], [2.11, 2.34, 0.23], [-2.73, 1.10, -2.08], [1.87, -0.54, 0.10], [0.21, -0.96, 0.36], [0.87, -0.02, 1.48]]}

<b>
{"formula": "C3H4Br2O", "method": "the ωB97M-V functional and the def2-TZVPD basis", "homo_energy_ev": -9.1, "lumo_ev": -1.15, "charge": 0, "orbital_gap_ev": 7.91, "species": ["C", "C", "C", "O", "Br", "Br", "H", "H", "H", "H"], "coordinates": [[1.04, -0.71, -0.58], [1.13, -0.03, 0.55], [-3.04, 0.27, 0.65], [1.53, 1.25, 0.68], [-2.05, 1.44, -0.35], [-3.24, -1.39, -0.13], [1.30, -0.26, -1.53], [0.72, -1.73, -0.59], [0.88, -0.46, 1.51], [1.74, 1.61, -0.19]]}

Most stable of them? <b>.